(1)
ORCA calculation (ωB97M-V/def2-TZVPD) on 10 unconnected molecules or ions with the total composition C55H103Cl4N2O21P at a distorted geometry.

The spin multiplicity is 2. Its HOMO-LUMO gap (alpha / beta) is 0.803 / 3.970 eV. Its total charge is -3. For the molecular weight, the calculation gives 1301.21 g mol⁻¹. The value obtained for the largest force on an atom is 5.197 eV/Å. The energy comes out at -164046.668 eV.

The geometry in XYZ format:
```
186
Properties=species:S:1:pos:R:3:forces:R:3:mulliken_spin:R:1
C 21.4462 -2.0902 4.6255 1.274 0.775 0.614 0.00
C 21.0229 -1.9721 6.1232 0.193 -1.508 -1.368 0.00
C 20.2987 -0.7022 6.3953 -0.861 0.837 -0.996 0.00
C 19.5022 -0.6887 7.6885 0.762 1.092 0.064 0.00
N 19.1881 0.7543 8.1966 -0.773 0.737 1.201 0.00
C 17.7852 0.7649 8.9370 1.075 0.295 -2.058 -0.03
C 17.1577 2.1603 8.6842 -0.416 -0.342 0.649 0.03
C 18.0193 2.9252 7.6692 0.367 -0.232 0.554 -0.11
C 19.0342 1.9219 7.1419 0.732 -1.433 -0.005 0.01
C 20.3234 1.1694 9.1890 -1.721 -0.666 -2.131 -0.03
H 22.2113 -1.3248 4.4959 0.113 0.270 -0.310 0.00
H 20.7214 -1.9476 3.8240 -0.529 -0.020 0.413 0.00
H 22.0002 -2.9993 4.3917 -0.280 -0.185 0.187 0.00
H 21.9062 -2.0632 6.7553 0.028 -0.114 0.112 0.00
H 20.3750 -2.8348 6.2787 -0.194 -0.079 0.662 0.00
H 19.6139 -0.5902 5.5547 -0.510 0.072 -0.159 0.00
H 20.9647 0.1415 6.2147 0.381 0.169 0.730 0.00
H 20.0982 -1.1642 8.4674 -0.163 0.013 0.302 0.00
H 18.5847 -1.2682 7.5853 -0.077 0.282 0.088 0.00
H 17.9175 0.4383 9.9685 -0.018 -0.172 -0.203 0.00
H 17.2901 0.0450 8.2854 -0.513 -0.068 0.763 0.01
H 17.0700 2.7241 9.6129 0.261 0.040 0.049 0.03
H 16.1218 2.0252 8.3731 0.054 -0.145 -0.300 0.00
H 18.5007 3.7262 8.2301 0.416 -0.085 -0.079 0.03
H 17.5062 3.4378 6.8554 -0.312 -0.435 -0.044 -0.01
H 20.0084 2.3718 6.9499 0.179 -0.130 0.413 -0.01
H 18.8000 1.4260 6.2000 -0.644 0.115 0.089 0.02
H 20.0062 2.1767 9.4587 0.747 0.049 0.317 0.01
H 21.1483 1.0644 8.4843 0.705 0.570 0.815 0.00
H 20.3552 0.4385 9.9970 0.009 0.158 0.004 0.00
C 23.6406 -10.3067 4.6987 -0.280 0.198 0.537 0.00
C 23.1693 -10.1111 6.1734 -0.476 1.354 -1.661 0.00
C 23.4796 -8.7192 6.6944 2.089 0.835 2.013 0.00
C 23.0134 -7.4315 6.0734 -1.031 1.031 -1.221 0.00
N 23.7621 -6.0858 6.3737 0.464 -0.986 -1.738 0.00
C 25.1371 -6.0965 5.6782 1.013 0.968 0.761 0.00
C 26.1890 -6.0606 6.8130 0.763 -0.705 0.594 0.00
C 25.4722 -6.2861 8.1743 1.385 -1.446 -1.620 0.00
C 24.1054 -5.8691 7.8048 -0.874 1.496 2.025 0.00
C 22.9117 -4.8765 5.8512 -0.850 -1.091 1.262 0.00
H 24.6996 -10.0837 4.5689 0.210 -0.356 0.221 0.00
H 23.1613 -9.6111 4.0099 -0.354 0.086 0.177 0.00
H 23.3942 -11.3037 4.3335 0.246 -0.079 0.044 0.00
H 23.6661 -10.7928 6.8637 -0.394 -0.231 -0.159 0.00
H 22.0800 -10.1466 6.1925 -0.079 -0.882 0.155 0.00
H 24.5649 -8.6817 6.7882 0.451 0.157 -0.271 0.00
H 23.2033 -8.6574 7.7470 -0.341 -0.227 0.146 0.00
H 21.9711 -7.2450 6.3318 0.076 0.178 0.290 0.00
H 23.0228 -7.5150 4.9866 0.135 0.219 -0.132 0.00
H 25.3065 -5.1769 5.1181 -0.708 0.023 -0.131 0.00
H 25.3018 -6.9210 4.9845 -0.549 -0.228 0.290 0.00
H 26.7116 -5.1146 6.9544 -0.408 0.324 -0.634 0.00
H 26.9936 -6.7680 6.6121 -0.045 -0.285 0.010 0.00
H 26.0052 -5.7284 8.9444 -0.790 0.451 0.019 0.00
H 25.4224 -7.3202 8.5151 0.460 -0.324 -0.240 0.00
H 24.1343 -4.7825 7.8860 -0.830 0.083 0.643 0.00
H 23.4473 -6.3898 8.5003 -0.981 0.887 -0.490 0.00
H 23.4342 -3.9246 5.9449 0.600 -0.334 -0.255 0.00
H 22.0715 -4.7924 6.5405 0.048 -0.193 0.444 0.00
H 22.4140 -5.0742 4.9018 0.798 -0.254 -0.304 0.00
C 25.2618 -2.1064 7.5149 -1.507 -0.456 3.053 0.00
C 24.8185 -1.0051 6.7696 1.063 -0.851 -1.128 0.00
C 24.0376 0.1060 7.4839 0.669 3.015 -1.810 0.00
O 23.8471 1.3119 7.0297 0.194 -1.334 -1.524 0.00
C 23.6347 -0.0848 8.7321 -0.559 -2.760 4.368 0.00
C 24.0049 -1.2161 9.5968 -1.971 -0.359 1.811 0.00
C 24.9078 -2.3139 8.9503 0.818 0.312 -0.796 0.00
O 25.3097 -3.2303 9.6826 0.047 0.157 -0.944 0.00
O 23.5606 -1.3959 10.7846 1.700 1.117 -3.315 0.00
O 25.1541 -0.9797 5.5509 -0.896 1.083 -0.040 0.00
H 25.7645 -2.9047 6.9892 0.340 -0.062 -0.078 0.00
H 23.0498 0.6637 9.2459 0.121 0.246 -0.055 0.00
C 20.3027 -2.8450 10.4480 1.228 -1.359 -1.528 0.00
C 18.9616 -2.9121 10.5728 -1.299 1.749 2.403 0.00
C 18.1661 -4.1088 10.0623 -3.285 -0.241 -1.758 0.00
O 16.8768 -4.2248 9.8692 1.270 2.099 1.697 0.00
C 18.8345 -5.1342 9.4729 3.325 -1.793 0.020 0.00
C 20.2672 -5.2051 9.3149 -2.059 2.693 0.758 0.00
C 21.0357 -3.9151 9.9339 1.973 -0.374 -0.699 0.00
O 22.2795 -3.8166 9.9025 -0.626 -1.529 -0.717 0.00
O 20.8211 -6.0086 8.5772 1.465 -1.253 -0.745 0.00
O 18.4870 -1.9602 11.2619 -2.355 0.055 -0.498 0.00
H 20.8541 -1.9740 10.7702 0.024 -0.064 0.270 0.00
H 18.2325 -5.9596 9.1224 -0.011 -0.102 -0.297 0.00
Cl 15.4758 -0.0506 11.1847 -0.467 0.094 -0.112 0.01
C 14.4320 -1.0661 12.2332 -0.109 0.188 0.281 -0.02
C 14.3235 -2.4897 11.6687 0.367 0.679 0.261 0.01
Cl 14.0663 -3.6046 13.0419 0.063 -0.236 0.109 0.00
H 13.4755 -0.5726 12.4056 -0.064 0.025 -0.473 -0.01
H 14.9232 -1.0005 13.2040 0.146 -0.628 -0.163 0.00
H 15.2617 -2.6929 11.1524 0.114 -0.658 0.108 0.00
H 13.4760 -2.6891 11.0128 0.135 0.483 -0.056 0.00
Cl 25.0802 2.5151 2.2196 0.739 1.045 -1.559 0.00
C 24.1918 1.9771 3.6065 -0.039 -0.928 0.927 0.00
C 22.7250 2.4044 3.6295 0.729 0.415 0.681 0.01
Cl 21.8807 2.0908 2.1194 -0.514 -0.570 -0.712 0.00
H 24.7748 2.3103 4.4651 -0.657 0.091 0.286 0.00
H 24.3761 0.9035 3.5681 -0.754 -0.103 0.455 0.00
H 22.5887 3.4805 3.7368 0.420 -0.055 0.325 0.00
H 22.2147 1.9063 4.4538 0.138 -0.106 -0.085 0.00
C 17.4930 3.3288 13.3833 -0.688 -1.734 -0.424 0.16
O 16.7951 4.5423 13.5484 -0.664 1.601 1.156 0.57
P 15.3804 4.7315 14.3181 0.224 0.031 0.870 -1.50
O 14.1531 4.4914 13.5288 1.238 -0.150 0.599 0.14
O 15.5279 3.7905 15.6330 -0.794 0.687 -0.300 -0.11
C 16.4682 4.1989 16.6744 0.141 -0.587 -1.481 0.92
O 15.4467 6.2280 14.9877 1.634 -2.762 -0.467 -1.40
C 14.3429 7.0124 14.7739 -2.136 1.668 -0.910 2.95
H 16.7844 2.5111 13.5148 -0.124 -0.220 -0.645 -0.02
H 18.2663 3.0019 14.0785 0.265 1.209 0.584 0.09
H 17.9361 3.3338 12.3874 -0.228 -0.019 -0.012 0.06
H 16.3016 3.6119 17.5776 -0.235 0.071 -0.223 -0.07
H 16.4141 5.2738 16.8468 0.054 -0.185 0.085 -0.12
H 17.3912 3.8882 16.1850 0.687 0.423 0.852 -0.05
H 13.4220 6.4544 14.6043 0.096 -0.281 0.013 0.11
H 14.5032 7.5969 13.8679 -0.084 0.347 -0.033 -0.41
H 14.1061 7.6858 15.5976 0.605 -0.040 0.253 -0.69
C 18.0257 6.0119 10.1077 1.917 1.389 -0.161 1.21
O 18.8545 4.9033 10.4759 0.620 0.623 1.747 -1.10
C 19.9944 5.3520 11.4086 -0.590 -0.191 -2.964 0.62
C 21.1753 4.4266 11.1582 -0.061 0.179 -0.029 -0.11
O 21.6717 4.5771 9.8024 0.462 -0.950 0.978 -0.04
C 22.8747 3.8395 9.4793 1.916 1.664 -0.936 0.00
C 24.2710 4.5253 9.8521 -1.859 -2.207 1.672 0.00
O 24.4067 5.8388 9.5272 0.573 2.881 1.066 -0.01
C 25.4195 6.4844 10.4117 -0.657 -0.364 -2.903 0.02
H 18.6604 6.7263 9.5835 0.664 0.315 -0.187 -0.12
H 17.7281 6.6312 10.9539 -0.848 -0.581 0.237 -0.09
H 17.2968 5.8996 9.3051 -0.526 -1.213 0.717 0.14
H 19.7761 5.5186 12.4635 -0.695 -0.758 0.031 -0.18
H 20.3014 6.3377 11.0590 -0.054 0.169 -0.272 0.09
H 20.9199 3.4047 11.4386 -0.153 -0.380 -0.554 -0.02
H 21.8920 4.7001 11.9325 0.628 0.285 -0.166 -0.03
H 23.0786 3.8081 8.4090 -1.456 0.100 -0.479 0.00
H 22.9571 2.7816 9.7286 -0.502 0.040 0.707 0.00
H 25.0239 3.9231 9.3437 0.180 -0.393 0.210 0.00
H 24.3384 4.4605 10.9381 0.497 -0.463 0.328 -0.01
H 25.2835 6.4161 11.4910 -0.367 -0.354 -0.148 0.00
H 25.4434 7.5183 10.0674 -0.203 0.101 0.319 -0.01
H 26.3536 6.0556 10.0488 0.389 -0.136 0.696 0.00
C 15.1472 -1.2548 7.6626 0.487 -0.204 -1.250 -0.01
O 15.7340 -0.6215 6.5103 0.838 1.600 -0.044 0.00
C 16.3613 -1.4698 5.5528 -1.212 -0.793 0.681 0.00
C 16.7796 -0.8153 4.2319 -1.615 0.164 2.306 -0.01
O 15.6234 -0.3767 3.4763 1.635 -3.436 -1.005 -0.02
C 14.9014 0.7141 3.8403 0.084 0.738 1.958 0.02
C 15.6733 1.8731 3.4176 1.574 3.815 -1.367 0.03
O 16.8672 2.2869 4.1622 -0.442 -0.019 -1.153 -0.10
C 17.4311 3.5681 3.6992 -0.737 -1.113 1.723 0.13
H 14.2599 -1.7442 7.2610 -0.204 -0.472 0.527 0.00
H 14.8699 -0.5115 8.4101 0.116 0.143 -0.297 0.00
H 15.8659 -1.9468 8.1016 -0.194 -0.321 0.211 0.00
H 15.6080 -2.2434 5.4040 0.115 -0.563 -0.604 0.00
H 17.2444 -1.9553 5.9682 0.261 -0.080 0.223 0.00
H 17.3138 -1.6218 3.7296 -0.118 0.443 -0.642 0.00
H 17.4473 -0.0328 4.5924 0.091 0.521 -0.941 0.00
H 14.6999 0.7234 4.9115 -0.071 0.065 0.218 0.00
H 13.9364 0.7194 3.3337 0.056 -0.136 -0.268 0.00
H 15.1043 2.7942 3.2915 -0.751 0.150 0.460 0.00
H 15.9903 1.7079 2.3879 0.235 -0.432 -0.243 0.02
H 17.6571 3.7612 2.6505 -0.040 -0.932 -0.270 0.00
H 18.3337 3.5995 4.3095 0.078 0.445 -0.305 0.00
H 16.7388 4.3521 4.0060 -0.018 0.216 0.139 -0.02
C 16.6993 -3.2992 1.1228 0.195 0.777 -0.991 0.01
O 18.1179 -3.0161 1.2715 -1.609 -0.241 0.267 -0.02
C 18.8497 -3.3884 0.1282 0.592 -0.874 0.240 0.01
C 20.3228 -3.2047 0.4153 1.561 0.974 0.663 0.00
O 20.9324 -3.8552 1.5706 -1.471 0.333 -1.264 0.00
C 20.6104 -5.2365 1.7236 0.023 0.140 1.095 0.00
C 19.5258 -5.4931 2.8407 0.811 0.245 -0.261 0.00
O 20.0421 -6.2336 3.9499 1.098 0.171 -1.639 0.00
C 19.4516 -6.0460 5.2032 -1.092 0.549 -0.161 0.00
H 16.4070 -2.9251 0.1417 -0.032 -0.279 -0.455 0.00
H 16.0044 -2.7360 1.7457 0.899 0.278 0.822 0.01
H 16.3887 -4.3409 1.2040 0.625 -0.311 0.022 0.00
H 18.5867 -2.8482 -0.7812 -0.084 0.649 0.017 0.00
H 18.6528 -4.4209 -0.1604 -0.181 -0.489 0.278 0.00
H 20.5458 -2.1408 0.4948 -0.522 0.319 1.136 0.00
H 21.0143 -3.2969 -0.4222 -0.457 -1.315 -0.763 0.00
H 21.5755 -5.6738 1.9794 -0.193 -0.441 0.317 0.00
H 20.2675 -5.7163 0.8069 0.046 0.236 -0.303 0.00
H 18.7081 -6.0109 2.3393 -0.319 -0.469 0.283 0.00
H 19.1323 -4.5151 3.1178 0.142 0.116 0.322 0.00
H 18.3801 -6.2064 5.0832 -0.275 -0.599 0.485 0.00
H 19.4854 -5.0149 5.5551 0.583 0.206 0.124 0.00
H 19.9340 -6.7170 5.9138 -0.323 0.152 0.017 0.00
```
Forces are in eV/Å.

***

(2)
ORCA calculation (ωB97M-V/def2-TZVPD) on C14H13NO3S in the gas phase.

As for the SMILES: O=C(COC(=O)Cc1cccs1)Nc1ccccc1. Its HOMO-LUMO gap is 9.114 eV. Its total charge is 0. For the molecular weight, the calculation gives 275.33 g mol⁻¹. The value obtained for the largest force on an atom is 0.610 eV/Å. The energy comes out at -33197.309 eV. The value obtained for the relative energy (zero: lowest compared OMol25 entry of this formula, charge and spin) is 80.72 kJ/mol.

The geometry in XYZ format:
```
32
Properties=species:S:1:pos:R:3:forces:R:3:nbo_charge:R:1
O -0.4896 0.1605 -0.0364 0.039 0.091 0.129 -0.59
C -0.1470 -0.0617 -1.1707 -0.322 -0.268 -0.372 0.66
C -1.0538 -0.8369 -2.1479 0.161 -0.102 0.181 -0.18
O -2.1655 -1.3433 -1.4402 -0.194 0.250 -0.250 -0.50
C -1.8818 -2.3033 -0.5446 -0.053 -0.557 0.087 0.82
O -0.8247 -2.8702 -0.4890 0.002 0.037 -0.043 -0.59
C -3.0538 -2.5260 0.3879 0.315 0.124 -0.149 -0.53
C -2.9184 -1.4705 1.4390 -0.383 0.347 0.151 -0.19
C -2.1667 -1.5106 2.5718 -0.186 -0.133 -0.217 -0.24
C -2.2029 -0.2995 3.2976 0.012 0.196 0.073 -0.25
C -2.9710 0.6440 2.6989 -0.190 0.039 -0.302 -0.41
S -3.6661 0.0761 1.2348 0.304 -0.334 0.410 0.45
N 1.0184 0.3228 -1.7491 0.242 0.001 -0.357 -0.62
C 2.0801 1.0443 -1.1816 0.173 0.170 0.139 0.23
C 2.0760 1.4792 0.1392 -0.190 -0.064 0.117 -0.27
C 3.1583 2.1887 0.6282 0.118 0.024 -0.111 -0.19
C 4.2451 2.4717 -0.1811 0.093 0.073 0.081 -0.23
C 4.2492 2.0375 -1.4963 -0.009 -0.015 -0.020 -0.19
C 3.1743 1.3278 -1.9958 -0.067 -0.025 0.033 -0.27
H -0.4915 -1.6575 -2.6098 -0.058 0.184 0.009 0.21
H -1.4558 -0.1671 -2.9106 0.065 -0.068 0.069 0.22
H -3.9881 -2.4087 -0.1598 -0.001 -0.115 0.016 0.24
H -2.9807 -3.5201 0.8291 -0.004 0.071 -0.101 0.25
H -1.6044 -2.3753 2.8753 0.107 -0.194 0.013 0.22
H -1.6755 -0.1420 4.2214 0.071 0.065 0.156 0.22
H -3.1742 1.6452 3.0232 -0.008 0.196 0.122 0.23
H 1.1705 0.0478 -2.7101 -0.124 -0.030 0.170 0.39
H 1.2335 1.2590 0.7723 -0.032 -0.011 0.008 0.26
H 3.1490 2.5223 1.6549 -0.014 0.022 0.088 0.22
H 5.0851 3.0260 0.2089 0.072 0.047 0.032 0.21
H 5.0921 2.2512 -2.1366 0.060 0.011 -0.056 0.21
H 3.1799 0.9887 -3.0228 0.002 -0.032 -0.108 0.20
```
Forces are in eV/Å.

***

(3)
ORCA calculation (ωB97M-V/def2-TZVPD) on a molecular structure, C7H22AsN4O8P2RuS.

The spin multiplicity is 6. Its HOMO-LUMO gap (alpha / beta) is 7.293 / 8.303 eV. Its total charge is 0. For the molecular weight, the calculation gives 560.28 g mol⁻¹. The value obtained for the largest force on an atom is 0.944 eV/Å. The energy comes out at -122795.655 eV. The value obtained for the relative energy (zero: lowest compared OMol25 entry of this formula, charge and spin) is 0.00 kJ/mol.

The geometry in XYZ format:
```
46
Properties=species:S:1:pos:R:3:forces:R:3:nbo_charge:R:1
Ru -0.4948 0.3859 -0.3428 0.028 0.822 -0.462 1.33
N -1.3589 0.8234 2.0287 -0.076 -0.292 -0.055 -0.68
N -2.7578 0.8220 2.0868 -0.020 0.168 0.033 -0.43
C -3.4707 1.0999 0.9762 0.000 -0.133 0.036 0.34
N -4.7857 0.8528 1.0567 0.005 0.057 -0.021 -0.77
S -2.7935 1.7744 -0.4084 -0.051 -0.022 0.160 -0.17
H -1.0131 -0.1140 2.2875 0.009 0.032 0.040 0.44
H -0.9908 1.5304 2.6547 -0.013 0.012 -0.038 0.38
H -3.1653 0.1927 2.7636 0.009 -0.017 -0.042 0.38
H -5.1903 0.3633 1.8366 0.014 -0.013 0.007 0.39
H -5.3337 0.9560 0.2216 0.022 0.014 0.000 0.42
O -1.4987 -3.7960 0.9390 -0.081 0.024 -0.031 -0.99
P -1.0619 -2.2708 0.8484 0.254 0.001 -0.214 2.54
O -0.3461 -1.8807 2.0926 -0.018 0.010 0.024 -1.17
O -2.1655 -1.3539 0.3777 -0.111 -0.134 0.141 -1.19
O 0.0082 -2.2450 -0.4053 0.021 -0.242 -0.015 -1.12
P -0.4710 -2.1819 -1.9932 -0.071 0.142 0.523 2.56
O -1.7597 -3.1548 -1.9777 0.004 0.023 -0.101 -1.02
O 0.5941 -2.7011 -2.8561 0.007 -0.042 -0.065 -1.12
O -0.9920 -0.7568 -2.1461 0.103 -0.175 -0.046 -1.15
H -1.7615 -4.1339 0.0703 -0.009 0.003 -0.025 0.52
H -2.5315 -2.6082 -1.7678 -0.012 0.001 0.038 0.52
N 1.6285 -0.1419 -3.7888 0.024 0.172 -0.055 -0.78
C 1.4836 0.5585 -2.6664 -0.077 -0.068 -0.087 0.73
O 1.6626 0.0230 -1.5620 0.075 -0.146 0.206 -0.72
C 1.0795 2.0094 -2.6850 0.183 0.067 -0.037 -0.53
C -0.0839 2.2279 -1.7264 -0.124 -0.181 0.104 -0.68
H 1.6003 -1.1564 -3.6888 -0.011 -0.021 0.005 0.45
H 1.3467 0.2684 -4.6617 -0.012 -0.035 -0.002 0.39
H 0.8559 2.3560 -3.6973 -0.018 -0.061 -0.003 0.21
H 1.9663 2.5588 -2.3505 -0.050 0.004 -0.008 0.23
H -1.0205 2.3708 -2.2570 0.003 0.058 -0.004 0.20
H 0.0697 3.0262 -1.0010 0.003 0.081 -0.079 0.20
C 3.0261 1.7156 0.7560 0.132 0.006 0.089 -0.96
As 1.7344 0.3494 1.2180 -0.348 -0.159 -0.138 1.01
C 2.7524 -1.2790 1.0446 0.126 0.055 0.086 -0.95
C 1.6635 0.5547 3.1476 0.144 0.055 0.095 -0.97
H 3.8635 1.6616 1.4534 0.022 0.048 -0.069 0.22
H 2.5737 2.7044 0.8091 -0.025 0.008 0.008 0.23
H 3.3709 1.5305 -0.2579 0.013 -0.005 -0.010 0.25
H 3.7357 -1.1297 1.4957 -0.031 -0.067 -0.036 0.21
H 2.8404 -1.5191 -0.0110 0.003 -0.012 -0.007 0.27
H 2.2077 -2.0662 1.5606 -0.004 -0.001 -0.011 0.26
H 2.6702 0.4374 3.5515 -0.046 -0.006 0.050 0.23
H 1.0129 -0.2123 3.5627 0.006 -0.020 0.003 0.26
H 1.2999 1.5485 3.4118 -0.006 -0.012 0.013 0.22
```
Forces are in eV/Å.